Entry 1:
{
  "formula": "C6H9NO",
  "method": "ωB97M-V/def2-TZVPD",
  "e_above_lowest_kcal_mol": 93.9,
  "total_energy_ha": -363.8746,
  "homo_ev": -7.748,
  "spin_multiplicity": 1,
  "lumo_energy_ha": 0.031,
  "mol_weight_g_mol": 111.144,
  "homo_lumo_gap_ev": 8.58,
  "symbols": ["C", "H", "C", "C", "H", "H", "C", "H", "C", "H", "H", "N", "H", "O", "H", "C", "H"],
  "xyz": [[0.6304, -1.3133, -0.5801], [1.9503, 1.1775, 1.4489], [1.0978, -0.2973, 0.2320], [-1.7124, 0.8324, 0.5763], [-2.1251, 1.7450, 1.0059], [2.5486, -0.5620, 1.7104], [1.9090, 0.1325, 1.1837], [-0.6482, -2.8454, -0.8852], [-0.8520, 1.1475, -0.6016], [-1.1557, 0.3161, 1.3581], [-0.7640, -2.1657, 0.6920], [-0.2654, -2.2200, -0.1932], [1.7535, 0.3751, -2.1286], [1.0947, 1.0451, -1.9075], [-2.5594, 0.1975, 0.2803], [0.3209, 0.5557, -0.8833], [-1.2229, 1.8792, -1.3081]],
  "forces_ev_per_a": [[0.62, -1.80, 0.14], [0.11, 0.08, -0.12], [-1.16, 0.49, -1.51], [0.00, -0.22, -0.04], [-0.02, 0.00, 0.02], [-0.03, -0.02, 0.06], [0.03, 0.02, 0.18], [0.00, 0.09, 0.13], [0.24, -0.47, -0.18], [-0.02, 0.01, 0.00], [0.15, -0.10, -0.09], [-0.18, 0.51, -0.06], [-0.09, -0.11, 0.02], [-0.14, -0.29, 0.11], [0.04, 0.10, 0.05], [0.47, 1.74, 1.43], [-0.02, -0.04, -0.15]],
  "mulliken_charge": [-0.81, 0.28, 0.51, -1.20, 0.38, 0.29, -0.78, 0.25, -0.30, 0.33, 0.21, -0.23, 0.38, -0.56, 0.24, 0.58, 0.43]
}

***

Entry 2:
{
  "formula": "C6H9NO",
  "method": "ωB97M-V/def2-TZVPD",
  "e_above_lowest_kcal_mol": 131.5,
  "total_energy_ha": -363.8147,
  "homo_ev": -8.351,
  "spin_multiplicity": 1,
  "lumo_energy_ha": 0.026,
  "mol_weight_g_mol": 111.144,
  "homo_lumo_gap_ev": 9.07,
  "symbols": ["H", "C", "H", "H", "O", "H", "H", "C", "C", "C", "C", "H", "C", "H", "H", "H", "N"],
  "xyz": [[0.5065, 0.4011, 2.5175], [0.5367, 1.2688, -0.5406], [-1.5706, 1.9347, -0.5122], [2.1938, -0.0559, 0.2418], [1.0620, -2.1638, -0.8755], [-2.3490, -0.5259, -0.3860], [1.2549, -1.4999, 1.5104], [-0.6725, -1.1080, 0.5050], [1.1691, 0.0359, 0.0345], [0.4047, -0.4245, 1.4918], [-0.9018, 1.0625, -0.7539], [0.7518, 1.9924, 0.1968], [0.5662, -1.2328, -0.3897], [-1.4014, -1.9418, 0.4770], [-1.1919, 1.0175, -2.0378], [1.1374, 1.2785, -1.5310], [-1.4961, -0.0388, 0.0517]],
  "forces_ev_per_a": [[-1.00, -2.83, -3.31], [2.74, -1.52, -1.74], [1.17, -0.42, -0.09], [1.55, 0.68, -0.56], [1.47, -3.24, -2.22], [1.72, 1.88, 0.50], [-2.43, 3.22, 1.62], [0.21, 1.22, -0.36], [-2.15, -0.38, 3.18], [4.22, -2.47, 0.04], [-4.44, 0.32, -3.23], [0.34, 1.62, 0.09], [-1.69, 1.47, 1.48], [1.17, -0.27, 1.48], [1.06, -0.52, 3.50], [-1.18, 1.30, 1.41], [-2.77, -0.07, -1.79]],
  "mulliken_charge": [0.30, -0.46, 0.32, 0.53, -0.54, 0.27, 0.22, -0.08, -0.32, -0.62, -0.73, 0.38, 0.21, 0.36, 0.18, 0.33, -0.36]
}

***

Entry 3:
{
  "formula": "C6H9NO",
  "method": "ωB97M-V/def2-TZVPD",
  "e_above_lowest_kcal_mol": 52.5,
  "total_energy_ha": -363.9406,
  "smiles": "C=NC(=O)/C(C)=C/C",
  "homo_ev": -9.486,
  "spin_multiplicity": 1,
  "lumo_energy_ha": 0.032,
  "mol_weight_g_mol": 111.144,
  "homo_lumo_gap_ev": 10.35,
  "symbols": ["H", "N", "H", "C", "H", "C", "H", "H", "O", "H", "C", "C", "C", "C", "H", "H", "H"],
  "xyz": [[3.1938, -0.0230, -1.4367], [1.9506, -0.8771, 0.0743], [-2.4193, -1.2103, -0.7921], [2.7645, -0.8505, -0.8758], [-0.1268, 1.6729, -1.1520], [-0.1490, 0.2417, 0.3394], [-1.5549, 1.6898, -0.2033], [0.0313, 2.3396, 0.4337], [1.8656, 0.9696, 1.4795], [3.2254, -1.8610, -1.0104], [1.3436, 0.2444, 0.6889], [-2.4124, -0.6840, 0.1223], [-0.4665, 1.6194, -0.1715], [-0.9541, -0.7673, 0.4546], [-2.9646, -1.2950, 0.8026], [-2.6122, 0.3983, 0.2147], [-0.7151, -1.6075, 1.0318]],
  "forces_ev_per_a": [[-0.41, 0.38, 0.11], [0.00, 1.26, 0.78], [-1.01, 0.20, -1.71], [1.25, -2.14, 0.42], [0.69, 0.45, -1.96], [2.82, 2.40, 0.00], [0.26, 0.85, 0.04], [0.06, 0.72, 0.47], [0.62, 0.60, 0.14], [-0.25, 0.90, -0.75], [-1.78, -2.26, -0.60], [1.57, 0.76, 1.06], [-1.67, -1.51, 0.88], [-1.57, -0.19, 1.01], [-0.57, -0.05, 0.63], [-1.05, -0.96, -0.79], [1.05, -1.41, 0.25]],
  "mulliken_charge": [0.27, -0.32, 0.29, -0.25, 0.31, 0.45, 0.36, 0.36, -0.51, 0.24, 0.29, -1.17, -1.29, -0.11, 0.34, 0.30, 0.44]
}